Entry 1:
{"formula": "C24H65B2FeN3O6", "method": "wB97M-V/def2-TZVPD", "symbols": ["Fe", "B", "H", "H", "H", "H", "B", "H", "H", "H", "H", "C", "C", "C", "O", "H", "H", "H", "H", "H", "H", "H", "H", "C", "O", "C", "C", "N", "C", "C", "O", "C", "H", "H", "H", "H", "H", "H", "H", "H", "H", "H", "H", "H", "H", "H", "H", "C", "O", "C", "C", "N", "C", "C", "O", "C", "H", "H", "H", "H", "H", "H", "H", "H", "H", "H", "H", "H", "H", "H", "H", "C", "C", "C", "C", "C", "C", "N", "O", "C", "C", "C", "H", "H", "H", "H", "H", "H", "H", "H", "H", "H", "H", "H", "H", "H", "H", "H", "H", "H", "H"], "coordinates": [[-1.4715, 2.3106, -2.0651], [-0.1747, 0.5547, -1.6186], [0.3869, -0.3766, -1.1135], [0.0013, 1.4880, -0.9140], [0.3810, 0.7865, -2.6612], [-1.3263, 0.3779, -1.6725], [-2.4331, 2.4208, -4.0282], [-2.4308, 2.3499, -5.2231], [-3.4420, 2.9321, -3.5969], [-2.1415, 1.3346, -3.6610], [-1.5842, 3.1816, -3.6981], [1.8134, -1.0336, -5.1649], [1.6056, -1.5838, -3.7664], [1.9371, -3.0542, -3.6250], [2.3651, -0.8248, -2.8333], [1.1862, -0.1475, -5.2972], [1.4593, -1.7190, -5.9429], [2.8558, -0.8084, -5.3812], [0.5540, -1.4891, -3.4660], [1.7065, -3.4159, -2.6207], [2.9803, -3.3247, -3.8154], [1.3584, -3.6503, -4.3369], [1.7650, -0.2247, -2.3721], [-4.2908, 0.6988, -1.4938], [-3.2866, 1.6258, -1.1559], [-3.4122, 2.1400, 0.1709], [-2.1542, 2.9506, 0.5050], [-1.8165, 3.8894, -0.5904], [-0.5796, 4.6500, -0.3144], [0.2894, 4.7815, -1.5577], [0.3927, 3.5311, -2.2237], [1.2396, 3.5961, -3.3570], [-4.3256, -0.1165, -0.7606], [-4.0455, 0.2647, -2.4593], [-5.2893, 1.1428, -1.5338], [-3.4716, 1.2934, 0.8610], [-4.3162, 2.7532, 0.2470], [-1.3396, 2.2455, 0.6594], [-2.3691, 3.5091, 1.4225], [-2.5659, 4.5405, -0.7885], [-0.0169, 4.1779, 0.4928], [-0.7895, 5.6638, 0.0400], [1.2948, 5.1226, -1.2982], [-0.1687, 5.4892, -2.2623], [2.2978, 3.6072, -3.0807], [0.9582, 4.4568, -3.9679], [1.1158, 2.6751, -3.9248], [3.8569, 1.8621, 6.1514], [3.7245, 1.3366, 4.8551], [2.6016, 0.4692, 4.7551], [2.4239, 0.0878, 3.3063], [2.3851, 1.2659, 2.4434], [2.7513, 0.8973, 1.0738], [2.7458, 2.1058, 0.1781], [3.8164, 2.9350, 0.5315], [3.8821, 4.1256, -0.2158], [3.0833, 2.6161, 6.3430], [4.8458, 2.3055, 6.2524], [3.7740, 1.0944, 6.9316], [1.7282, 1.0271, 5.1171], [2.7963, -0.4347, 5.3409], [1.5531, -0.5615, 3.1739], [3.2355, -0.6189, 3.0426], [3.1265, 1.8368, 2.8386], [2.1529, 0.0859, 0.6656], [3.8072, 0.5778, 1.0838], [1.7435, 2.5653, 0.1867], [2.8702, 1.8138, -0.8801], [3.1199, 4.8394, 0.1116], [3.7545, 3.9191, -1.2877], [4.8897, 4.5164, -0.0937], [-1.1354, -1.7759, 3.2781], [-1.2783, -2.5542, 1.9736], [0.1277, -2.8405, 1.4444], [0.1650, -3.8524, 0.3026], [-0.5615, -5.1158, 0.7111], [-1.9906, -4.8965, 1.2475], [-1.9684, -3.8096, 2.2148], [-3.2789, -3.5526, 2.7077], [-2.9849, -4.7417, 0.0817], [-2.3341, -6.1888, 1.9940], [-1.9972, -1.6374, 0.9534], [-0.4616, -0.9271, 3.1620], [-0.7348, -2.4082, 4.0759], [-2.1087, -1.3875, 3.5841], [0.4973, -1.8993, 1.0226], [0.8018, -3.1434, 2.2499], [1.1897, -4.0333, -0.0251], [-0.3127, -3.3969, -0.5734], [0.0010, -5.5730, 1.5343], [-0.5951, -5.8622, -0.0845], [-2.9017, -5.6218, -0.5545], [-3.9759, -4.5814, 0.5011], [-2.7143, -3.8981, -0.5538], [-1.6973, -6.3140, 2.8721], [-3.3520, -6.1440, 2.3947], [-2.2488, -7.0576, 1.3433], [-1.4290, -0.7116, 0.8321], [-3.0737, -1.5147, 1.0257], [-1.7724, -2.1379, 0.0068], [-3.2457, -3.8632, 3.6173]], "forces_ev_per_a": [[0.187, -0.296, -0.445], [1.474, -0.820, 0.054], [-0.232, -0.169, 0.285], [0.178, 0.927, 0.815], [-0.327, 0.228, -0.350], [-1.051, -0.628, -0.352], [-1.024, 0.608, -1.304], [0.068, 0.207, -0.101], [-0.348, -0.401, 0.164], [-0.047, -0.863, 0.606], [1.029, 0.916, -0.013], [-0.707, -0.051, -0.501], [-0.047, -0.059, 0.423], [0.232, -0.675, -0.092], [0.550, -0.119, 0.001], [0.346, 0.218, 0.068], [0.063, -0.165, 0.174], [0.056, 0.065, 0.205], [-0.051, 0.079, -0.314], [-0.066, 0.125, 0.001], [0.075, 0.425, -0.012], [-0.139, 0.107, 0.064], [-0.018, -0.129, -0.088], [-0.319, -0.806, -0.047], [-0.255, 0.511, 0.802], [0.347, -0.002, -0.266], [-1.188, 0.337, 0.032], [0.772, -0.400, 0.263], [0.344, 0.169, -0.053], [-0.208, -0.092, -0.393], [0.243, 0.210, 0.459], [0.106, -0.462, -0.356], [0.128, 0.089, 0.019], [0.054, 0.196, -0.065], [0.144, 0.276, -0.051], [-0.134, 0.111, 0.140], [-0.050, -0.043, -0.018], [0.257, 0.254, -0.003], [0.215, -0.216, 0.173], [-0.221, -0.219, 0.014], [-0.080, -0.280, -0.123], [-0.136, -0.034, 0.001], [-0.078, 0.177, 0.088], [0.093, 0.119, 0.085], [-0.084, 0.400, 0.209], [0.182, -0.025, -0.096], [-0.305, 0.070, 0.000], [-0.012, 0.078, 0.265], [0.153, -0.324, 0.019], [0.019, 0.421, -0.207], [0.239, -0.746, -0.273], [-0.237, -0.755, 0.361], [1.212, 0.569, 0.306], [-0.726, -0.550, -1.149], [0.017, 0.447, 0.394], [0.153, -0.490, -0.162], [0.071, 0.031, 0.030], [-0.045, 0.126, -0.163], [-0.048, -0.109, -0.145], [-0.122, -0.288, 0.122], [-0.281, 0.053, 0.195], [-0.273, 0.397, 0.147], [0.266, 0.423, -0.047], [-0.060, 0.381, -0.423], [-0.299, 0.106, 0.123], [-0.153, -0.399, -0.177], [0.271, 0.452, 0.399], [0.056, -0.233, 0.133], [0.075, 0.133, 0.003], [-0.115, 0.016, 0.036], [-0.099, 0.255, 0.171], [-0.281, -0.191, 0.403], [-0.317, 0.913, -0.087], [0.288, 0.109, -0.674], [-0.492, 0.333, -0.278], [0.331, -0.045, 0.519], [0.313, -0.637, -0.637], [0.377, -0.262, 0.871], [-0.103, 0.051, -0.256], [0.595, 0.476, 0.220], [-0.591, 0.236, 0.590], [1.223, -0.860, -1.118], [-0.056, 0.006, -0.191], [-0.046, -0.026, -0.034], [0.045, -0.025, 0.116], [0.137, 0.060, 0.326], [-0.124, -0.068, 0.087], [0.047, -0.169, 0.210], [-0.040, -0.100, 0.011], [0.072, -0.001, -0.066], [-0.067, 0.074, -0.072], [-0.411, -0.152, 0.123], [-0.163, -0.171, -0.303], [-0.124, 0.087, 0.060], [0.240, -0.016, -0.180], [-0.046, -0.078, -0.261], [0.013, -0.005, -0.023], [-0.392, 0.277, 0.361], [0.022, 0.041, 0.455], [-0.552, 0.286, -0.260], [0.014, -0.006, 0.027]], "spin_multiplicity": 5, "homo_energy_ha": [-0.3073, -0.3069], "energy_ha": -2882.32206, "gap_ev": [8.6, 8.5]}

---

Entry 2:
{"formula": "C45H59ClFN2O5S", "method": "wB97M-V/def2-TZVPD", "symbols": ["C", "N", "C", "N", "C", "C", "C", "C", "S", "O", "O", "Cl", "C", "C", "C", "C", "F", "C", "C", "C", "O", "C", "C", "O", "O", "H", "H", "H", "H", "H", "H", "H", "H", "H", "H", "H", "H", "H", "H", "H", "H", "H", "H", "H", "H", "H", "H", "H", "H", "H", "H", "H", "H", "H", "C", "C", "C", "C", "C", "C", "H", "H", "H", "H", "H", "H", "C", "C", "C", "C", "C", "C", "H", "H", "H", "H", "H", "H", "C", "C", "C", "C", "C", "C", "H", "H", "H", "H", "H", "H", "C", "C", "C", "C", "C", "C", "H", "H", "H", "H", "H", "H", "C", "C", "C", "C", "C", "C", "H", "H", "H", "H", "H", "H"], "coordinates": [[0.9350, -4.4032, 4.0237], [0.2941, -3.0888, 3.7434], [0.5600, -2.6307, 2.3185], [0.9140, -1.1959, 2.3207], [2.3664, -0.9191, 2.3476], [3.2420, -1.9844, 3.2154], [4.5886, -1.1844, 3.6443], [4.2609, -0.3706, 5.0148], [4.1660, -1.4575, 6.5110], [2.7594, -1.4655, 7.0924], [4.5051, -2.8715, 6.1372], [5.4179, -0.8442, 8.0683], [0.1557, -0.3804, 1.3402], [-1.2935, -0.0431, 1.9433], [-2.4658, -1.0769, 1.6438], [-2.7955, -1.8579, 3.0397], [-4.2071, -1.8842, 3.3530], [0.8196, 1.0904, 1.0718], [0.7894, 2.0422, 2.3704], [-0.2874, 3.2292, 2.3105], [0.1729, 4.3054, 3.1642], [0.0127, 3.9976, 4.5615], [0.1107, -1.0248, -0.1499], [-0.8270, -0.7683, -0.9862], [1.1381, -1.8521, -0.6219], [2.0832, -4.3714, 4.0820], [0.6273, -5.1622, 3.2304], [0.4830, -4.7786, 5.0188], [0.5870, -2.3616, 4.4084], [-0.4273, -2.8709, 1.7677], [1.3348, -3.3119, 1.7914], [2.7650, -0.9642, 1.2700], [2.6478, 0.1020, 2.8156], [3.5001, -2.9006, 2.5641], [2.7340, -2.2914, 4.1859], [5.4499, -1.8895, 3.8845], [4.8422, -0.3785, 2.8722], [3.2490, 0.1821, 4.9529], [5.0433, 0.4488, 5.2159], [-1.6095, 0.9675, 1.4786], [-1.1314, 0.1962, 3.0622], [-2.2407, -1.8939, 0.8890], [-3.4279, -0.5107, 1.3490], [-2.2353, -1.4302, 3.9328], [-2.4281, -2.9415, 2.9174], [1.8245, 1.0318, 0.5428], [0.0967, 1.5781, 0.3112], [1.8272, 2.5549, 2.4132], [0.7340, 1.4270, 3.3466], [-0.5721, 3.5545, 1.2532], [-1.2623, 2.8123, 2.7794], [-1.0746, 3.9054, 4.9032], [0.4975, 4.8717, 5.1393], [0.5560, 3.0536, 4.9082], [0.9717, -2.7433, -5.7044], [1.9367, -3.5927, -6.2386], [3.0044, -4.0143, -5.4524], [3.1019, -3.5940, -4.1282], [2.1348, -2.7476, -3.5933], [1.0724, -2.3188, -4.3821], [0.1406, -2.4118, -6.3187], [1.8567, -3.9255, -7.2689], [3.7604, -4.6714, -5.8705], [3.9321, -3.9269, -3.5133], [2.2085, -2.4205, -2.5598], [0.3222, -1.6550, -3.9654], [-8.5964, -1.9890, 5.8264], [-9.4363, -3.0951, 5.7396], [-9.1570, -4.1118, 4.8319], [-8.0314, -4.0268, 4.0172], [-7.1896, -2.9224, 4.1066], [-7.4741, -1.9016, 5.0079], [-8.8163, -1.1946, 6.5321], [-10.3100, -3.1644, 6.3798], [-9.8155, -4.9710, 4.7597], [-7.8108, -4.8217, 3.3127], [-6.3116, -2.8568, 3.4730], [-6.8205, -1.0385, 5.0733], [-4.7096, 6.0666, -1.4972], [-4.8417, 5.4284, -0.2680], [-3.7798, 5.4219, 0.6311], [-2.5883, 6.0624, 0.3046], [-2.4574, 6.7038, -0.9231], [-3.5162, 6.7024, -1.8259], [-5.5365, 6.0685, -2.1995], [-5.7730, 4.9348, -0.0107], [-3.8807, 4.9186, 1.5866], [-1.7617, 6.0614, 1.0077], [-1.5286, 7.2045, -1.1769], [-3.4120, 7.1978, -2.7851], [6.5866, -4.8375, -7.4956], [7.5516, -5.6865, -8.0288], [8.6192, -6.1082, -7.2425], [8.7166, -5.6883, -5.9192], [7.7496, -4.8423, -5.3851], [6.6869, -4.4133, -6.1741], [5.7559, -4.5061, -8.1098], [7.4718, -6.0192, -9.0586], [9.3750, -6.7647, -7.6604], [9.5465, -6.0209, -5.3045], [7.8247, -4.5164, -4.3529], [5.9361, -3.7495, -5.7592], [-2.1824, 6.3800, -6.7089], [-1.9214, 7.2658, -7.7496], [-1.6196, 8.5957, -7.4732], [-1.5694, 9.0377, -6.1546], [-1.8269, 8.1510, -5.1138], [-2.1376, 6.8233, -5.3906], [-2.4209, 5.3441, -6.9248], [-1.9538, 6.9194, -8.7773], [-1.4226, 9.2876, -8.2852], [-1.3293, 10.0735, -5.9387], [-1.7860, 8.4956, -4.0854], [-2.3436, 6.1335, -4.5792]], "forces_ev_per_a": [[-0.567, -0.354, 0.810], [1.000, -0.548, -0.842], [-0.600, -0.921, 0.027], [0.211, -0.011, -0.217], [1.330, -0.906, -0.051], [0.558, 0.961, -0.507], [-0.957, -0.291, 1.156], [0.593, 1.714, -0.855], [-4.940, -5.160, 0.435], [3.997, 1.469, -1.482], [0.694, 3.754, 0.587], [-0.211, 0.130, -0.962], [-0.156, 1.157, -1.076], [0.083, 0.911, -1.049], [-0.880, -0.333, 2.127], [0.847, -0.643, -0.795], [1.389, 0.100, -0.400], [-1.370, 0.014, -0.057], [1.460, 0.193, -0.529], [-0.601, -1.868, 1.282], [-0.722, -0.633, 0.200], [0.526, 0.546, 1.026], [1.542, -2.886, -4.657], [1.484, 0.402, 3.187], [-3.039, 3.314, 3.458], [-1.520, -0.146, -0.043], [0.413, 1.068, 0.942], [1.011, 0.437, -1.462], [-0.010, -0.530, -0.557], [1.666, 0.966, 0.486], [-0.942, 1.190, 0.867], [-0.298, 0.165, 1.422], [-0.989, -1.330, -0.872], [-0.432, 1.434, 1.242], [0.533, 0.212, -1.464], [-1.035, 1.028, -0.610], [-0.114, -1.256, 1.052], [1.419, -1.182, 0.340], [-1.015, -1.372, -0.146], [0.440, -1.687, 0.573], [-0.454, -0.733, -1.674], [-0.120, 1.540, 0.664], [1.580, -0.958, 0.333], [-0.986, -0.365, -1.133], [-0.861, 1.505, 0.435], [-1.191, -0.010, 0.982], [1.205, -0.951, 1.005], [-1.604, -0.581, -0.006], [-0.227, 0.940, -1.607], [0.922, -0.058, 1.486], [1.256, 0.672, -0.814], [1.219, 0.144, -0.724], [-0.848, -1.314, -0.960], [-0.647, 1.097, -0.732], [0.131, -0.038, 0.110], [0.011, 0.023, 0.013], [-0.036, 0.016, 0.024], [-0.157, 0.066, -0.230], [0.222, 0.011, 0.154], [-0.023, -0.019, -0.147], [0.051, -0.027, 0.036], [0.013, 0.017, 0.061], [-0.082, -0.011, 0.011], [-0.057, 0.017, -0.020], [-0.241, 0.015, -0.026], [0.083, -0.089, 0.118], [0.038, -0.076, -0.082], [0.031, 0.006, -0.038], [0.074, 0.057, 0.002], [-0.083, 0.103, 0.122], [0.003, -0.047, -0.083], [-0.102, -0.064, 0.039], [0.013, -0.060, -0.048], [0.060, 0.007, -0.054], [0.045, 0.054, 0.018], [-0.006, 0.069, 0.049], [-0.070, 0.029, 0.105], [-0.010, -0.095, -0.029], [0.067, 0.011, 0.053], [0.059, 0.034, -0.020], [0.012, 0.069, -0.084], [-0.038, -0.005, -0.014], [-0.077, -0.035, 0.001], [-0.017, -0.030, 0.110], [0.067, -0.007, 0.049], [0.088, 0.021, -0.030], [0.019, 0.032, -0.074], [-0.055, -0.020, -0.043], [-0.062, -0.058, 0.020], [-0.045, -0.018, 0.077], [0.078, -0.034, 0.054], [0.013, 0.029, 0.068], [-0.063, 0.051, 0.052], [-0.069, 0.023, -0.070], [0.021, -0.029, -0.083], [0.051, -0.018, -0.011], [0.053, -0.018, 0.063], [0.010, 0.032, 0.080], [-0.059, 0.036, 0.032], [-0.063, 0.025, -0.044], [-0.017, -0.020, -0.093], [0.053, -0.051, -0.031], [0.014, 0.089, 0.009], [-0.013, 0.029, 0.074], [-0.006, -0.054, 0.089], [-0.023, -0.076, -0.036], [-0.018, -0.034, -0.087], [0.019, 0.039, -0.066], [0.028, 0.083, 0.029], [-0.003, 0.028, 0.086], [-0.003, -0.052, 0.059], [-0.019, -0.079, -0.013], [0.002, -0.021, -0.080], [0.042, 0.029, -0.071]], "homo_energy_ha": -0.1774, "energy_ha": -3193.91170, "charge": -1, "gap_ev": 5.6}

---

Entry 3:
{"formula": "C7H14F3N", "method": "wB97M-V/def2-TZVPD", "symbols": ["C", "C", "C", "C", "C", "C", "C", "N", "F", "F", "F", "H", "H", "H", "H", "H", "H", "H", "H", "H", "H", "H", "H", "H", "H"], "coordinates": [[2.2354, 0.6569, 0.5126], [0.9085, -1.3813, 1.4619], [0.6717, -0.7147, -0.9837], [-1.9654, 2.3540, -0.9345], [1.3088, -0.6438, 0.1452], [-1.5048, 1.2866, -0.0236], [-0.9274, 1.8888, 1.3526], [-2.5906, 0.2595, 0.1821], [-1.7944, 2.7469, 1.9812], [-0.5217, 1.0085, 2.2613], [0.1591, 2.6753, 1.0835], [2.5427, 1.2785, -0.2671], [3.1945, 0.3654, 0.9493], [1.7928, 1.3355, 1.2891], [1.8516, -1.4914, 2.1398], [0.5556, -2.3835, 1.4461], [0.3522, -0.6655, 2.0189], [0.8009, 0.0428, -1.7853], [-0.1020, -1.6209, -1.1677], [-0.5239, 0.6806, 0.0763], [-3.0975, 2.3738, -0.6421], [-1.5974, 3.3370, -0.7532], [-1.7213, 2.2000, -1.9432], [-2.3622, -0.6594, -0.0122], [-3.2597, 0.5467, -0.5961]], "forces_ev_per_a": [[-0.875, -1.962, 1.629], [3.987, 0.607, 0.124], [-1.993, -2.264, -2.454], [-1.955, 0.333, 1.309], [1.417, 2.180, 3.665], [2.745, -2.871, 4.734], [-2.222, 2.383, -0.323], [-1.449, 4.322, -1.369], [0.184, -0.564, -0.051], [-0.496, -0.051, -0.016], [-0.533, -0.348, -0.320], [-0.110, 0.796, -1.846], [-0.152, -0.563, 0.106], [0.107, -1.051, -0.758], [-1.215, 0.253, -1.272], [-0.940, -0.579, -0.573], [-0.842, -0.215, 0.292], [-0.036, -0.830, 0.507], [1.837, 2.296, 0.300], [-1.291, 0.783, -2.848], [1.789, 0.419, -1.284], [0.481, 0.679, 0.680], [-0.349, -0.707, -1.546], [1.203, -2.080, -0.370], [0.708, -0.967, 1.685]], "homo_energy_ha": -0.3401, "energy_ha": -629.36465, "e_above_lowest_kj_mol": 198.20, "gap_ev": 10.1}